{
  "formula": "C38H33ClF45N2O6S3",
  "method": "ωB97M-V with the def2-TZVPD basis set",
  "symbols": ["C", "C", "C", "C", "N", "S", "O", "O", "C", "F", "F", "C", "F", "F", "C", "F", "F", "C", "F", "F", "F", "C", "O", "S", "C", "C", "C", "C", "C", "C", "F", "F", "C", "F", "F", "S", "F", "F", "F", "F", "F", "C", "C", "C", "F", "C", "F", "F", "C", "Cl", "C", "C", "N", "H", "H", "H", "H", "H", "H", "H", "H", "H", "H", "H", "H", "H", "H", "H", "H", "H", "H", "H", "H", "H", "C", "C", "C", "F", "F", "F", "F", "O", "C", "C", "F", "F", "F", "F", "H", "H", "H", "H", "C", "C", "C", "F", "F", "F", "F", "O", "C", "C", "F", "F", "F", "F", "H", "H", "H", "H", "C", "C", "C", "F", "F", "F", "F", "O", "C", "C", "F", "F", "F", "F", "H", "H", "H", "H"],
  "xyz": [[-4.72827, -6.87239, -1.21843], [-4.34706, -6.97784, -0.09297], [-3.84960, -7.09949, 1.27570], [-2.77742, -6.09539, 1.55462], [-2.94656, -4.82974, 1.81899], [-4.50443, -4.07932, 1.92492], [-4.31674, -2.69693, 2.18563], [-5.29090, -4.41698, 0.79451], [-5.21037, -4.80695, 3.51712], [-4.44360, -5.81253, 3.95205], [-5.16002, -3.83309, 4.41844], [-6.69223, -5.27573, 3.38995], [-6.85358, -6.10046, 2.34247], [-6.91707, -5.99361, 4.50842], [-7.73000, -4.11706, 3.37389], [-7.91273, -3.67608, 4.61724], [-7.28293, -3.12166, 2.58507], [-9.12247, -4.58900, 2.81464], [-9.40955, -5.82003, 3.23688], [-10.04948, -3.76024, 3.30248], [-9.14399, -4.52540, 1.49218], [-1.63974, -4.15590, 2.12046], [-1.57741, -4.22668, 3.53677], [-1.59018, -2.34608, 1.76776], [-0.54632, -5.07340, 1.53395], [-0.26191, -4.99652, 0.01563], [0.16515, -3.65765, -0.62903], [-0.95601, -3.10930, -1.52035], [-0.45388, -1.95736, -2.37653], [-1.48170, -1.39695, -3.34333], [-2.16081, -2.46493, -3.87760], [-0.90727, -0.77388, -4.38530], [-2.62757, -0.51404, -2.76785], [-3.40676, -1.26776, -1.97953], [-3.38589, -0.09597, -3.77895], [-2.11231, 1.00340, -1.75377], [-1.69174, 0.06175, -0.54536], [-3.58739, 1.08338, -1.17282], [-2.54509, 1.99900, -2.89688], [-0.64181, 1.00384, -2.33993], [-1.73517, 2.24455, -0.85552], [0.70795, -5.23153, 2.40627], [1.88224, -4.28182, 2.10860], [2.76760, -4.78867, 1.01423], [2.91102, -6.12766, 0.94087], [3.39054, -4.01092, 0.13645], [3.71496, -2.76463, 0.39655], [3.72307, -4.38643, -1.07895], [-1.33294, -6.47267, 1.62637], [-1.38238, -7.17247, 3.31857], [-0.83270, -7.65564, 0.75675], [-1.41251, -7.87768, -0.62461], [-0.88964, -7.41285, -1.67167], [-4.96361, -6.70393, -2.24021], [-4.67910, -7.05699, 1.97630], [-3.39924, -8.08247, 1.39686], [-1.73726, -3.33781, 3.88210], [-0.30489, -2.23431, 2.13662], [0.51487, -5.71561, -0.20086], [-1.17657, -5.27915, -0.49542], [0.49181, -2.90845, 0.08304], [1.00150, -3.85171, -1.29758], [-1.25869, -3.93338, -2.16295], [-1.82371, -2.84181, -0.92348], [0.34464, -2.34053, -3.01245], [0.00008, -1.18427, -1.76601], [1.06312, -6.24379, 2.23531], [0.48929, -5.15814, 3.46124], [2.46170, -4.22386, 3.03345], [1.56509, -3.26313, 1.91775], [0.24429, -7.54882, 0.65291], [-0.97900, -8.57633, 1.30915], [-2.28513, -8.52659, -0.68655], [-1.40224, -7.71738, -2.49670], [1.45047, 3.89173, -2.95001], [2.47872, 3.21944, -3.87076], [3.37719, 2.13906, -3.26486], [4.15510, 2.63372, -2.28022], [4.18736, 1.65092, -4.22999], [3.23195, 4.15577, -4.47955], [1.75746, 2.58348, -4.84111], [1.78250, 5.15518, -2.41404], [2.48405, 5.27462, -1.24748], [3.83287, 5.96347, -1.46838], [4.59089, 5.26513, -2.33812], [4.49540, 6.01389, -0.28731], [2.63202, 4.08959, -0.62056], [1.77159, 6.07232, -0.42572], [0.59549, 4.09779, -3.59210], [1.08549, 3.21049, -2.18052], [2.77333, 1.31667, -2.86936], [3.69036, 6.97416, -1.85398], [-4.05518, 7.28461, -0.78719], [-2.95273, 6.59508, -1.60336], [-2.07751, 5.56839, -0.88595], [-1.37880, 6.11909, 0.12510], [-1.17869, 5.04574, -1.75498], [-2.17689, 7.52331, -2.19806], [-3.58539, 5.89831, -2.59358], [-3.78235, 8.57701, -0.29057], [-3.16247, 8.76560, 0.91709], [-1.81719, 9.48001, 0.75460], [-0.99256, 8.75978, -0.03153], [-1.24324, 9.60810, 1.97060], [-3.03598, 7.61529, 1.60442], [-3.95155, 9.58169, 1.64791], [-4.86413, 7.44305, -1.49850], [-4.45547, 6.62745, -0.01444], [-2.68180, 4.74601, -0.49218], [-1.96614, 10.46668, 0.31214], [8.05861, 6.46621, 0.18304], [8.66126, 5.94699, -1.12951], [8.46377, 4.46721, -1.46410], [9.04765, 3.67331, -0.54288], [9.04086, 4.21223, -2.66067], [9.97063, 6.26629, -1.19012], [8.03156, 6.63169, -2.12944], [8.92131, 6.61115, 1.29396], [9.17210, 5.57304, 2.14856], [10.65273, 5.18120, 2.14167], [11.03662, 4.80371, 0.90764], [10.83043, 4.13650, 2.98219], [8.37615, 4.51486, 1.91006], [8.89194, 6.00728, 3.39892], [7.75278, 7.48718, -0.03878], [7.14485, 5.93207, 0.44478], [7.39867, 4.22704, -1.53092], [11.26607, 6.02308, 2.46811]],
  "atomic_forces_ev_per_a": [[0.29, 0.19, -0.16], [0.10, 0.09, 0.08], [-0.21, -0.36, -0.21], [-0.06, -0.03, -0.04], [0.18, -0.49, -1.25], [-1.56, 1.85, -0.42], [0.76, -0.45, 0.40], [0.49, -1.01, 0.27], [-0.03, 0.15, 0.31], [-0.02, -0.11, -0.33], [0.07, 0.06, -0.09], [-0.23, -0.41, 0.73], [0.23, 0.21, -0.14], [0.09, 0.05, -0.11], [-0.53, -0.39, -0.50], [0.23, 0.08, -0.05], [0.17, 0.02, 0.16], [-0.37, 0.52, 0.52], [0.15, 0.07, -0.22], [0.18, -0.13, -0.24], [0.10, -0.27, 0.07], [0.86, 1.58, 2.20], [-0.03, -0.18, -0.22], [-0.24, -0.04, -0.48], [-0.65, -2.08, -0.01], [-0.04, 1.48, 0.44], [-0.40, -0.02, -0.38], [0.21, -0.25, 0.17], [0.17, -0.08, -0.13], [-0.15, -0.81, 0.19], [-0.03, 0.13, -0.07], [0.07, 0.37, 0.20], [-0.17, -0.01, -0.39], [0.27, -0.05, 0.21], [0.11, 0.07, 0.01], [-1.16, 0.96, -0.18], [0.35, -0.29, 0.00], [-0.06, -0.12, 0.13], [0.20, 0.00, -0.14], [0.26, -0.23, 0.17], [0.24, -0.06, 0.04], [0.36, 0.62, -0.48], [0.68, -0.38, 0.90], [0.07, 0.72, 0.09], [-0.53, -0.11, -0.57], [-0.17, -0.73, 0.03], [-0.62, 0.38, -0.37], [0.72, -0.02, 0.19], [0.33, -0.20, 0.10], [-0.16, 0.24, 0.05], [0.17, 0.18, -0.29], [-0.23, -0.08, -0.26], [0.20, 0.11, 0.07], [-0.27, -0.11, -0.11], [0.00, 0.16, 0.12], [0.05, -0.10, 0.14], [-0.06, 0.00, 0.05], [0.02, -0.25, -0.06], [-0.12, -0.33, -0.05], [0.02, -0.31, -0.21], [0.08, 0.07, 0.08], [0.21, -0.09, 0.09], [-0.12, 0.02, -0.19], [-0.08, 0.15, 0.04], [0.06, 0.01, -0.15], [-0.09, 0.18, 0.02], [0.07, -0.12, 0.06], [-0.30, 0.02, 0.05], [0.01, -0.01, 0.09], [0.02, 0.12, -0.24], [0.12, 0.07, 0.04], [-0.14, -0.07, 0.13], [-0.09, -0.08, 0.18], [0.03, -0.05, -0.07], [-0.72, -0.04, 0.05], [0.11, 0.47, -0.07], [0.07, -0.24, -0.10], [-0.05, 0.01, -0.01], [-0.03, 0.02, 0.02], [0.03, -0.06, 0.03], [-0.06, -0.16, 0.10], [0.60, -0.06, -0.17], [-0.45, -0.07, 0.00], [0.24, 0.13, -0.08], [-0.02, -0.02, 0.06], [0.01, 0.03, 0.05], [0.09, 0.01, 0.02], [0.02, 0.03, 0.08], [0.04, 0.03, -0.06], [0.23, -0.08, 0.04], [-0.02, 0.04, 0.03], [-0.07, 0.00, 0.05], [-0.67, -0.09, 0.00], [0.21, 0.48, -0.13], [0.16, -0.37, 0.27], [-0.11, 0.07, -0.04], [-0.04, 0.02, -0.21], [0.03, -0.08, 0.00], [-0.06, -0.14, 0.09], [0.55, -0.04, -0.11], [-0.39, -0.07, -0.02], [0.16, 0.13, 0.00], [-0.02, 0.00, 0.05], [-0.02, 0.00, 0.00], [0.08, 0.01, 0.01], [0.01, 0.03, 0.07], [0.04, 0.02, -0.06], [0.22, -0.07, 0.06], [-0.09, 0.06, -0.02], [-0.03, 0.00, 0.02], [-0.62, 0.39, 0.13], [0.40, 0.19, 0.20], [-0.11, -0.11, -0.22], [-0.01, 0.05, 0.00], [-0.01, 0.02, 0.04], [-0.02, -0.07, -0.02], [-0.16, -0.08, -0.01], [0.44, -0.31, -0.24], [-0.35, 0.23, 0.00], [0.19, -0.04, 0.03], [-0.04, -0.03, 0.04], [-0.01, 0.01, 0.01], [0.07, -0.05, 0.01], [0.01, -0.04, 0.08], [0.06, 0.02, -0.05], [0.10, -0.21, -0.05], [0.00, 0.01, 0.03], [-0.03, 0.01, 0.02]],
  "total_charge": 1,
  "total_energy_ha": -8177.0080,
  "gap_ev": 6.7
}